Below is a structure of composition C21H40N2O6SSiV, with properties calculated with wB97M-V/def2-TZVPD.

The geometry in XYZ format:
```
72
Properties=species:S:1:pos:R:3:forces:R:3
V -1.11489 -1.17357 0.28222 0.606 -0.604 -0.667
C -5.43223 -2.09826 -0.60958 -0.039 -0.001 0.122
C -4.14490 -2.61033 0.00916 -0.080 -0.367 -0.057
C -4.15517 -4.11144 0.21318 -0.060 0.009 -0.010
O -3.91024 -2.02341 1.30565 -0.043 0.015 0.097
C -2.91398 -2.13198 -0.74578 0.018 0.117 -0.569
O -1.91208 -2.86983 -0.93471 -0.047 0.024 0.387
O -2.82246 -0.87454 -0.92427 -0.583 0.144 0.242
H -6.25521 -2.28751 0.08013 -0.026 0.012 -0.007
H -5.64417 -2.61397 -1.54569 0.035 -0.021 -0.043
H -5.36568 -1.03065 -0.81392 0.007 0.028 0.026
H -4.97280 -4.37710 0.88262 -0.014 -0.004 0.012
H -3.21517 -4.45577 0.63845 0.017 0.055 0.041
H -4.29862 -4.62552 -0.73673 0.002 0.030 -0.033
H -4.02455 -1.06667 1.21547 0.018 -0.024 -0.006
C -1.49560 1.39473 -2.54014 -0.123 0.040 -0.076
C -0.20984 0.59480 -2.38583 -0.063 0.217 -0.017
C -0.29429 -0.69644 -3.18610 0.074 -0.007 0.005
C 1.01113 1.40087 -2.79701 0.110 0.064 -0.078
O -0.04604 0.24230 -0.96162 0.314 -0.001 -0.149
Si 0.39541 1.31152 0.28163 -0.226 0.492 0.776
S -0.61778 0.52906 1.89701 0.043 0.088 0.475
O -0.14986 2.79172 -0.15215 0.111 -0.239 -0.374
C 0.09130 4.11828 0.33605 -0.057 -0.109 0.021
C -0.95969 4.98709 -0.34065 0.036 0.040 0.003
C -0.08266 4.14525 1.84721 0.002 0.101 0.063
C 1.49015 4.56340 -0.06774 0.033 0.096 -0.024
O 2.01496 1.42512 0.40304 0.120 -0.105 -0.248
C 3.06383 1.03325 1.30686 -0.114 0.011 -0.058
C 3.00142 -0.46219 1.56657 0.013 -0.069 0.027
C 2.91494 1.81148 2.60495 0.060 0.045 0.085
C 4.35988 1.40448 0.60039 0.017 -0.001 0.011
H -1.71535 1.52738 -3.60132 0.045 0.028 -0.011
H -1.41431 2.37200 -2.07173 0.065 0.004 0.008
H -2.32241 0.85643 -2.08304 0.026 0.017 -0.077
H -0.61883 -0.47418 -4.20283 -0.011 0.062 0.015
H -1.00704 -1.38678 -2.74442 -0.083 -0.071 0.052
H 0.67785 -1.18514 -3.26944 0.036 -0.012 0.050
H 0.91598 1.71333 -3.83785 -0.019 -0.049 -0.035
H 1.92114 0.80706 -2.69409 0.012 -0.020 0.001
H 1.11880 2.29775 -2.18724 -0.047 -0.015 -0.038
H -1.95979 4.64348 -0.08085 -0.036 -0.037 0.028
H -0.84453 4.93265 -1.42318 -0.008 -0.007 -0.045
H -0.85828 6.02897 -0.03585 0.025 0.029 0.026
H -1.05212 3.73723 2.12647 -0.057 -0.022 -0.014
H -0.01033 5.16857 2.21967 0.005 0.027 -0.021
H 0.68476 3.55340 2.34258 0.052 -0.068 0.010
H 1.57989 4.59672 -1.15448 -0.004 -0.018 -0.033
H 2.24427 3.88060 0.31596 -0.003 -0.040 0.032
H 1.69503 5.56194 0.32069 -0.021 0.045 0.003
H 2.05148 -0.72653 2.02800 -0.051 0.001 0.021
H 3.80838 -0.77062 2.23433 0.019 0.049 0.002
H 3.10523 -1.01048 0.63147 -0.006 -0.038 -0.077
H 1.96405 1.58574 3.08634 -0.059 -0.045 -0.025
H 2.96958 2.88428 2.41609 0.003 0.025 -0.015
H 3.71729 1.54816 3.29594 0.031 -0.009 -0.003
H 4.43907 0.86988 -0.34609 -0.016 -0.019 -0.029
H 5.22280 1.14919 1.21567 0.013 -0.025 0.047
H 4.38876 2.47447 0.39546 -0.020 0.038 -0.013
N 1.60776 -2.47520 -1.04474 0.117 0.095 -0.397
C 1.25867 -3.19202 0.05210 0.172 -0.280 0.046
C 1.82596 -4.46128 0.28697 -0.062 0.200 -0.002
C 1.53804 -5.10174 1.46103 -0.051 -0.005 0.130
C 0.69249 -4.49439 2.39573 -0.121 -0.009 -0.025
C 0.14184 -3.28037 2.06956 0.264 0.068 0.039
N 0.41355 -2.63572 0.91819 -0.335 0.195 0.212
H 1.94994 -2.96926 -1.85038 0.027 -0.017 0.064
H 1.15621 -1.59199 -1.23345 -0.092 -0.048 0.174
H 2.49554 -4.89045 -0.44457 0.024 -0.009 -0.022
H 1.97570 -6.06829 1.67135 0.011 -0.026 -0.001
H 0.46007 -4.96051 3.34082 -0.010 -0.032 0.005
H -0.52224 -2.75841 2.75244 0.007 -0.032 -0.059
```
Positions in Å, forces in eV/Å.

Calculated values
Multiplicity = 4
HOMO (spin up / spin down) = -6.92 / -8.21 eV
Expectation value of S² = 3.758
Kohn-Sham gap (spin up / spin down) = 0.2765 / 0.3231 hartree
Maximum force = 1.1 eV/Å
Net charge = 0

***

Below is the molecule C7H4, with properties calculated with wB97M-V/def2-TZVPD.

The geometry in XYZ format:
```
11
Properties=species:S:1:pos:R:3:forces:R:3
C -0.20969 -1.17070 1.25707 2.238 -0.412 -0.033
C -1.40033 -0.84574 0.98322 0.500 -1.029 0.483
C -2.46881 0.94152 -0.32347 1.326 2.264 -2.048
C -1.32954 1.35648 -1.17697 -1.506 -1.889 1.731
C 1.11794 -1.15094 1.26569 -0.918 1.756 1.839
C -0.19431 1.32563 -1.56506 0.925 0.960 -1.877
C -2.21629 -0.08910 0.41702 -0.923 0.467 -0.199
H -3.16435 1.73826 -0.33675 -1.494 -0.079 0.707
H 1.53244 -0.19535 1.69284 -0.407 -0.817 -0.581
H 1.85036 -1.91887 1.28312 0.038 -0.961 -0.614
H 0.53560 1.53009 -2.32848 0.221 -0.259 0.592
```
Positions in Å, forces in eV/Å.

Calculated values
Multiplicity = 1
SMILES string = C#CC=C=C=C=C
HOMO = -8.66 eV
Kohn-Sham gap = 0.3104 hartree
Maximum force = 3.3 eV/Å
Net charge = 0

***

For each record above, in turn, the calculated DFT total energy values are -82100.251 -7316.398 eV.
For each record above, in turn, the calculated ΔE to the lowest compared entry with this formula, charge and spin values are 0.513 1.844 eV.